Record 1
The following is a quantum chemistry calculation of C15H16F5NO2S2 in the gas phase, from OMol25.

```
! wB97M-V def2-TZVPD RIJCOSX def2/J DEFGRID3
* xyz 0 1
O -0.5044 -2.1525 2.1983
O -1.0408 1.2750 -3.3995
F 3.1412 -2.8523 0.7212
F 2.0607 -4.4048 -0.5018
F 1.8940 -2.1135 -4.3366
F 2.3996 -0.0116 -4.0910
F 0.3881 -0.5340 -4.9207
N 1.4115 -1.9451 -1.7755
S 0.9540 -0.2213 3.0036
S 0.8058 2.8389 -2.3640
C 0.1613 -1.2425 1.7221
C -0.0798 1.3127 -2.6106
C 1.1370 -2.1538 -0.4411
C 0.9158 -0.9418 -2.4721
C 0.4552 -1.1202 0.2991
C 0.2453 0.1209 -1.8207
C -0.0457 -0.0086 -0.4443
C 0.8778 -1.2379 4.5069
C 2.4125 2.5132 -1.4790
C 1.8334 -3.3496 0.3026
C 1.3958 -0.9012 -3.9830
C -2.6908 1.0231 2.0652
C -3.3124 1.8495 -0.2354
C -0.9465 1.1155 0.3054
C -2.4235 0.8197 0.5895
H 1.4031 -2.1158 4.5600
H 1.1500 -0.6319 5.3580
H -0.2283 -1.3415 4.7571
H 2.3002 1.9205 -0.5658
H 3.1206 2.0906 -2.1826
H 2.8682 3.5375 -1.2354
H 1.0762 -3.7137 0.9874
H -2.0031 0.5044 2.5984
H -3.5972 0.5662 2.3695
H -2.7489 2.0129 2.2698
H -4.2657 2.1705 0.3320
H -3.6834 1.4538 -1.0462
H -2.7089 2.7232 -0.4796
H -0.5103 1.2270 1.2355
H -0.8091 2.0981 -0.1735
H -2.8085 -0.1798 0.3768
*
```

## Properties
LUMO level: -0.65 eV
molecular weight: 401.4 g/mol
structure (SMILES): CSC(=O)c1c(C(F)F)nc(C(F)(F)F)c(C(=O)SC)c1CC(C)C
HOMO energy: -9.9 eV

Want to see where the charge sits? The natural (NBO) charges in e are:
1. O -0.544
2. O -0.507
3. F -0.352
4. F -0.311
5. F -0.299
6. F -0.316
7. F -0.325
8. N -0.371
9. S 0.197
10. S 0.242
11. C 0.414
12. C 0.372
13. C 0.196
14. C 0.154
15. C -0.191
16. C -0.161
17. C 0.121
18. C -0.732
19. C -0.739
20. C 0.534
21. C 0.965
22. C -0.590
23. C -0.578
24. C -0.440
25. C -0.222
26. H 0.227
27. H 0.242
28. H 0.240
29. H 0.230
30. H 0.235
31. H 0.248
32. H 0.175
33. H 0.199
34. H 0.210
35. H 0.201
36. H 0.200
37. H 0.204
38. H 0.199
39. H 0.220
40. H 0.235
41. H 0.216

---

Record 2
The following is a quantum chemistry calculation of C15H16IrN7O3S2 as an isolated structure, from OMol25.

```
! wB97M-V def2-TZVPD RIJCOSX def2/J DEFGRID3
* xyz 2 1
Ir -0.0472 0.8696 -0.3424
N -2.1160 3.7859 -2.4105
C -0.9913 3.9468 -3.1849
C -0.0661 3.0632 -2.7144
N -0.6212 2.3772 -1.6658
C -1.8547 2.8335 -1.5053
C -2.5871 2.1874 -0.4431
N -1.9110 1.2291 0.1848
C -2.7096 0.6976 1.1655
C -3.8940 1.3635 1.1249
N -3.7972 2.2942 0.1121
H -2.9705 4.3119 -2.5128
H -0.9431 4.6727 -3.9771
H 0.9498 2.9097 -3.0335
H -2.3771 -0.0900 1.8168
H -4.7834 1.2591 1.7203
H -4.5225 2.9474 -0.1426
O 0.1255 1.4230 2.3303
C 0.6289 0.3092 2.2742
N 0.7742 -0.2830 1.0455
S 1.3676 -1.8291 1.1038
O 0.3185 -2.7471 0.7266
O 2.5824 -1.9074 0.3484
C 1.6165 -1.7709 2.8460
C 2.1799 -2.7376 3.6492
C 2.2585 -2.4540 5.0102
C 1.7941 -1.2479 5.5262
C 1.2362 -0.2801 4.6991
C 1.1505 -0.5593 3.3477
H 2.5465 -3.6719 3.2470
H 2.6928 -3.1851 5.6782
H 1.8756 -1.0607 6.5880
H 0.8854 0.6663 5.0874
C 1.7087 -1.7351 -4.6909
N 0.7305 -1.0602 -3.8403
C 0.3871 -1.4865 -2.6423
N 0.9271 -2.5432 -2.0930
S -0.9433 -0.6568 -1.8030
H 1.7745 -1.2025 -5.6337
H 1.3948 -2.7609 -4.8896
H 2.6918 -1.7304 -4.2190
H 0.2097 -0.2790 -4.2053
H 1.6868 -3.0462 -2.5300
H 0.6414 -2.8227 -1.1528
*
```

## Properties
LUMO level: -7.50 eV
molecular weight: 598.7 g/mol
HOMO energy: -14.8 eV
relative energy (zero: lowest compared OMol25 entry of this formula, charge and spin): 0.842 eV

Want to see where the charge sits? The natural (NBO) charges in e are:
1. Ir 1.066
2. N -0.455
3. C -0.034
4. C -0.062
5. N -0.455
6. C 0.315
7. C 0.321
8. N -0.360
9. C -0.042
10. C -0.025
11. N -0.451
12. H 0.454
13. H 0.267
14. H 0.252
15. H 0.266
16. H 0.268
17. H 0.456
18. O -0.597
19. C 0.666
20. N -0.953
21. S 2.298
22. O -0.938
23. O -0.907
24. C -0.237
25. C -0.191
26. C -0.148
27. C -0.169
28. C -0.133
29. C -0.184
30. H 0.253
31. H 0.247
32. H 0.246
33. H 0.249
34. C -0.447
35. N -0.525
36. C 0.374
37. N -0.719
38. S -0.002
39. H 0.252
40. H 0.230
41. H 0.226
42. H 0.433
43. H 0.429
44. H 0.465

---

Record 3
The following is a quantum chemistry calculation of C15H16N2OS in the gas phase, from OMol25.

```
! wB97M-V def2-TZVPD RIJCOSX def2/J DEFGRID3
* xyz 0 1
C 5.1265 1.9064 0.9968
C 4.0017 1.1200 0.3984
C 3.7524 -0.1901 0.7846
C 2.7107 -0.9132 0.2320
C 1.8837 -0.3166 -0.7063
C 2.1256 0.9895 -1.1116
C 3.1779 1.6953 -0.5641
H 3.3610 2.7111 -0.8831
H 1.4905 1.4407 -1.8590
S 0.5343 -1.1949 -1.4688
C -0.2274 -2.0649 -0.0328
C -0.1050 -3.5718 -0.1891
H -0.5793 -3.8894 -1.1151
H 0.9390 -3.8755 -0.2089
H -0.6089 -4.0616 0.6410
C -1.6918 -1.6565 0.1891
O -2.4667 -2.4071 0.7342
N -1.9733 -0.3922 -0.2142
C -3.1740 0.3074 -0.1208
C -3.2339 1.5911 -0.6620
C -4.4137 2.3049 -0.5697
C -5.4949 1.7086 0.0632
N -5.4455 0.4926 0.5775
C -4.3246 -0.1955 0.4929
H -4.3348 -1.1841 0.9256
H -6.4408 2.2231 0.1640
H -4.4910 3.3002 -0.9795
H -2.3641 2.0148 -1.1466
H -1.2280 0.0882 -0.7118
H 0.3235 -1.7233 0.8492
H 2.5545 -1.9392 0.5304
H 4.3874 -0.6617 1.5206
H 5.7533 2.3307 0.2142
H 4.7341 2.7313 1.5913
H 5.7421 1.2815 1.6384
*
```

## Properties
LUMO level: 0.58 eV
molecular weight: 272.4 g/mol
structure (SMILES): Cc1ccc(S[C@H](C)C(=O)Nc2cccnc2)cc1
HOMO energy: -8.6 eV
relative energy (zero: lowest compared OMol25 entry of this formula, charge and spin): 0.102 eV

Want to see where the charge sits? The natural (NBO) charges in e are:
1. C -0.627
2. C -0.017
3. C -0.210
4. C -0.171
5. C -0.206
6. C -0.205
7. C -0.203
8. H 0.213
9. H 0.218
10. S 0.225
11. C -0.412
12. C -0.612
13. H 0.217
14. H 0.212
15. H 0.238
16. C 0.673
17. O -0.599
18. N -0.608
19. C 0.103
20. C -0.197
21. C -0.245
22. C 0.012
23. N -0.396
24. C 0.004
25. H 0.232
26. H 0.192
27. H 0.220
28. H 0.209
29. H 0.415
30. H 0.248
31. H 0.208
32. H 0.211
33. H 0.221
34. H 0.222
35. H 0.216

---

Record 4
The following is a quantum chemistry calculation of C15H16N4O2S2 in the gas phase, from OMol25.

```
! wB97M-V def2-TZVPD RIJCOSX def2/J DEFGRID3
* xyz 0 1
C -6.5814 -3.1720 -0.4550
H -6.6798 -2.0800 -0.4164
O -5.2623 -3.5733 -0.1927
C -4.3306 -3.0564 -1.1179
C -2.9380 -3.5386 -0.7074
N -2.5734 -3.0663 0.6089
C -2.1094 -1.8076 0.7575
N -1.6474 -1.0642 -0.1900
N -1.1656 0.1060 0.2240
C -1.2482 0.2853 1.4919
S -0.7246 1.7050 2.3257
C 0.2311 2.4418 0.9691
H 0.5294 3.4341 1.3076
C 1.4625 1.5934 0.6579
O 1.7873 0.6661 1.3627
C 2.1977 2.0098 -0.5225
C 1.9161 3.0434 -1.3900
N 2.8555 3.1023 -2.3630
C 3.7824 2.1096 -2.1666
C 4.9167 1.7807 -2.8958
C 5.6694 0.7159 -2.4467
C 5.3044 -0.0019 -1.3051
C 4.1792 0.3216 -0.5782
C 3.4033 1.3935 -1.0110
H 3.8931 -0.2300 0.3023
H 5.9229 -0.8293 -0.9906
H 6.5591 0.4294 -2.9875
H 5.1962 2.3369 -3.7784
H 2.8693 3.7652 -3.1207
H 1.1032 3.7443 -1.3755
H -0.4206 2.5166 0.1006
S -1.9873 -1.0603 2.3634
H -3.1599 -3.4128 1.3544
H -2.1970 -3.1662 -1.4150
H -2.9251 -4.6299 -0.6842
H -4.5651 -3.4044 -2.1349
H -4.3569 -1.9562 -1.1131
H -6.9136 -3.5198 -1.4409
H -7.2029 -3.6207 0.3171
*
```

## Properties
LUMO level: 0.62 eV
molecular weight: 348.5 g/mol
structure (SMILES): COCCNc1nnc(SCC(=O)c2c[nH]c3ccccc23)s1
HOMO energy: -7.8 eV
relative energy (zero: lowest compared OMol25 entry of this formula, charge and spin): 1.212 eV

Want to see where the charge sits? The natural (NBO) charges in e are:
1. C -0.243
2. H 0.167
3. O -0.553
4. C -0.078
5. C -0.237
6. N -0.600
7. C 0.252
8. N -0.356
9. N -0.303
10. C -0.139
11. S 0.315
12. C -0.636
13. H 0.247
14. C 0.579
15. O -0.544
16. C -0.269
17. C 0.053
18. N -0.507
19. C 0.104
20. C -0.231
21. C -0.211
22. C -0.227
23. C -0.200
24. C 0.002
25. H 0.242
26. H 0.213
27. H 0.212
28. H 0.211
29. H 0.416
30. H 0.215
31. H 0.256
32. S 0.302
33. H 0.401
34. H 0.234
35. H 0.207
36. H 0.169
37. H 0.176
38. H 0.165
39. H 0.194

---

Record 5
The following is a quantum chemistry calculation of C15H16O5 in the gas phase, from OMol25.

```
! wB97M-V def2-TZVPD RIJCOSX def2/J DEFGRID3
* xyz 0 1
O -1.4627 -3.1393 2.4745
O -2.6075 1.9061 0.9542
O 1.7380 -0.2653 -1.9805
O 0.8521 -1.3691 1.3524
O -3.3658 -1.2035 0.4228
C -1.4651 -2.1868 1.6611
C -2.0296 1.0861 0.2474
C 1.0853 0.2820 -1.1300
C 2.6566 1.2984 0.8878
C 2.1390 2.5590 -1.2099
C -1.5629 -2.1069 -1.4088
C 0.8956 -2.6477 0.7620
C -2.5933 -1.1669 1.5510
C 0.2655 2.0161 0.3581
C -0.8337 1.4173 -0.4763
C -0.4198 0.1511 -1.0567
C -0.4002 -1.7324 0.8317
C -2.2496 -0.3998 0.2781
C 1.5669 1.4539 -0.2178
C -1.1140 -1.0865 -0.3786
H 2.3106 0.4722 1.6259
H 3.5804 1.0768 0.3217
H 2.7859 2.2175 1.3970
H 2.1750 3.5833 -0.7176
H 1.6732 2.6370 -2.1977
H 3.1443 2.2135 -1.3400
H -2.2779 -1.6962 -2.0846
H -0.6993 -2.4217 -2.0755
H -1.9262 -3.1387 -1.0283
H 1.4376 -2.6700 -0.1979
H 1.0413 -3.6252 1.3002
H -2.7592 -0.6544 2.5030
H 0.1270 1.5694 1.3401
H 0.1449 3.1375 0.4493
H -1.1395 2.2122 -1.1881
H -0.7128 0.2211 -2.0302
*
```

## Properties
LUMO level: -0.22 eV
molecular weight: 276.3 g/mol
structure (SMILES): CC1(C)C[C@@H]2C(=O)[C@]34O[C@H]3C(=O)[C@@]3(CO3)[C@]4(C)[C@@H]2C1=O
HOMO energy: -9.7 eV
relative energy (zero: lowest compared OMol25 entry of this formula, charge and spin): 5.706 eV

Want to see where the charge sits? The natural (NBO) charges in e are:
1. O -0.477
2. O -0.514
3. O -0.531
4. O -0.456
5. O -0.398
6. C 0.510
7. C 0.581
8. C 0.654
9. C -0.595
10. C -0.599
11. C -0.615
12. C -0.081
13. C 0.019
14. C -0.378
15. C -0.338
16. C -0.337
17. C 0.112
18. C 0.092
19. C -0.159
20. C -0.060
21. H 0.235
22. H 0.215
23. H 0.214
24. H 0.212
25. H 0.216
26. H 0.215
27. H 0.223
28. H 0.232
29. H 0.235
30. H 0.191
31. H 0.216
32. H 0.226
33. H 0.207
34. H 0.237
35. H 0.251
36. H 0.246

---

Record 6
The following is a quantum chemistry calculation of C15H17AlNO4 as an isolated structure, from OMol25.

```
! wB97M-V def2-TZVPD RIJCOSX def2/J DEFGRID3
* xyz 3 1
Al -0.1320 1.0631 -1.6591
C 0.1879 2.4047 -0.0872
O 0.3580 3.1842 0.7689
C -0.2871 3.2789 -1.8641
O -0.0668 4.3435 -2.2933
C -2.2756 1.3551 -1.1483
O -3.2300 1.8856 -0.7959
C 2.0465 1.4749 -1.5604
O 3.0416 2.0250 -1.4000
C -0.2506 0.3578 -3.5682
H 0.6038 -0.1668 -4.0199
H -1.1760 -0.2120 -3.7601
C -0.2682 1.7917 -3.5738
H -1.1839 2.3302 -3.8665
H 0.6407 2.3657 -3.8493
C 1.2901 -0.3091 2.5420
N -0.1637 -0.6030 2.7582
C -0.6801 0.0549 3.9952
C -0.9944 -0.2816 1.5122
C -0.4965 -1.1807 0.4258
C -0.5110 -2.5582 0.7228
C 0.1611 -3.4799 -0.0732
C 0.8634 -2.9926 -1.1720
C 0.9153 -1.6092 -1.4346
C 0.0952 -0.7235 -0.7430
H 1.3876 0.7002 2.1223
H 1.7244 -1.0499 1.8582
H 1.8058 -0.3492 3.5147
H -0.2187 -1.6193 2.9419
H -0.6669 1.1440 3.8465
H -1.7051 -0.3001 4.1737
H -0.0235 -0.2267 4.8359
H -2.0456 -0.4667 1.7678
H -0.8672 0.7827 1.3103
H -0.9982 -2.9241 1.6187
H 0.1464 -4.5492 0.1754
H 1.3721 -3.7138 -1.8225
H 1.6013 -1.2266 -2.1992
*
```

## Properties
LUMO level: -13.71 eV
molecular weight: 302.3 g/mol
HOMO energy: -18.8 eV
relative energy (zero: lowest compared OMol25 entry of this formula, charge and spin): 0.979 eV

Want to see where the charge sits? The natural (NBO) charges in e are:
1. Al 1.145
2. C 0.434
3. O -0.303
4. C 0.493
5. O -0.267
6. C 0.589
7. O -0.266
8. C 0.575
9. O -0.274
10. C -0.460
11. H 0.327
12. H 0.319
13. C -0.541
14. H 0.322
15. H 0.308
16. C -0.421
17. N -0.344
18. C -0.422
19. C -0.219
20. C -0.106
21. C -0.192
22. C -0.133
23. C -0.192
24. C -0.125
25. C -0.577
26. H 0.203
27. H 0.249
28. H 0.269
29. H 0.451
30. H 0.231
31. H 0.252
32. H 0.262
33. H 0.258
34. H 0.192
35. H 0.227
36. H 0.274
37. H 0.267
38. H 0.197

---

Record 7
The following is a quantum chemistry calculation of C15H17BrN2O3 in the gas phase, from OMol25.

```
! wB97M-V def2-TZVPD RIJCOSX def2/J DEFGRID3
* xyz 0 1
O -0.9772 3.0471 -0.9947
C -0.3494 2.3542 -0.2443
N -0.8310 1.1911 0.3583
C 0.1377 0.5201 1.0824
O -0.0382 -0.4964 1.7101
C 1.4690 1.2390 0.8798
N 2.3886 0.4547 0.0716
C 1.9846 0.1228 -1.2811
C 1.1769 -1.1723 -1.4300
C 1.8063 -2.3515 -0.6529
C 3.1457 -1.9197 -0.0364
C 2.9895 -0.6598 0.8089
H 2.3839 -0.9082 1.6870
H 3.9741 -0.3316 1.1673
H 3.5139 -2.7246 0.6010
H 3.8716 -1.7587 -0.8332
O 0.9249 -2.8842 0.3039
H 0.7003 -2.2055 0.9587
H 1.9909 -3.1897 -1.3337
H 1.1021 -1.4113 -2.4912
H 0.1590 -1.0235 -1.0658
H 1.4098 0.9505 -1.6998
H 2.9042 0.0395 -1.8693
C 1.0703 2.5610 0.2326
H 1.7277 2.8580 -0.5823
H 1.0620 3.3735 0.9618
H 1.9589 1.3868 1.8472
C -2.1797 0.7621 0.2615
C -3.2008 1.7065 0.2940
C -4.5190 1.3027 0.2077
C -4.8106 -0.0470 0.1022
C -3.8038 -0.9963 0.0795
C -2.4844 -0.5907 0.1555
H -1.7074 -1.3376 0.1460
H -4.0430 -2.0452 0.0002
Br -6.6255 -0.6041 -0.0084
H -5.3133 2.0323 0.2283
H -2.9685 2.7555 0.3776
*
```

## Properties
LUMO level: 0.60 eV
molecular weight: 353.2 g/mol
structure (SMILES): O=C1C[C@H](N2CCC(O)CC2)C(=O)N1c1ccc(Br)cc1
HOMO energy: -8.6 eV
relative energy (zero: lowest compared OMol25 entry of this formula, charge and spin): 0.000 eV

Want to see where the charge sits? The natural (NBO) charges in e are:
1. O -0.548
2. C 0.709
3. N -0.514
4. C 0.709
5. O -0.603
6. C -0.134
7. N -0.440
8. C -0.229
9. C -0.447
10. C 0.098
11. C -0.440
12. C -0.229
13. H 0.199
14. H 0.196
15. H 0.231
16. H 0.205
17. O -0.729
18. H 0.484
19. H 0.183
20. H 0.220
21. H 0.204
22. H 0.204
23. H 0.199
24. C -0.513
25. H 0.256
26. H 0.251
27. H 0.233
28. C 0.196
29. C -0.208
30. C -0.233
31. C -0.073
32. C -0.221
33. C -0.217
34. H 0.242
35. H 0.233
36. Br 0.058
37. H 0.233
38. H 0.237

---

Record 8
The following is a quantum chemistry calculation of C15H17Cl3N3O3PRhSi as an isolated structure, from OMol25.

```
! wB97M-V def2-TZVPD RIJCOSX def2/J DEFGRID3
* xyz 1 1
Rh -0.7822 0.5933 -0.1007
O 2.1117 -1.0098 2.2532
C 1.0369 -0.8014 1.7554
N 0.3772 0.3905 1.5692
C 0.5514 1.5296 2.3169
O 1.4202 1.8083 3.0985
C -0.6897 2.3747 2.1371
C -0.8718 3.5290 2.8674
C -2.0750 4.2069 2.7570
C -3.0584 3.6937 1.9279
C -2.7935 2.5514 1.1971
N -1.6303 1.9028 1.2923
C 0.1226 -1.9224 1.2975
C 0.3556 -3.2256 1.6960
C -0.4945 -4.2196 1.2386
C -1.5288 -3.8751 0.3824
C -1.6958 -2.5468 0.0343
N -0.8978 -1.5874 0.5002
H -0.0687 3.8529 3.5146
H -2.2435 5.1192 3.3129
H -4.0274 4.1637 1.8430
H -3.5346 2.1335 0.5344
H 1.2015 -3.4218 2.3401
H -0.3429 -5.2493 1.5331
H -2.1989 -4.6237 -0.0153
H -2.4904 -2.2486 -0.6361
C 2.3266 -2.2289 -2.3135
P 1.8317 -0.5303 -2.0408
C 1.7745 0.2816 -3.6344
C 3.1162 0.2436 -1.0668
O 0.4768 -0.5313 -1.3608
H 3.3013 -2.2839 -2.7976
H 1.5795 -2.7212 -2.9366
H 2.3727 -2.7401 -1.3510
H 2.7631 0.3142 -4.0925
H 1.4015 1.2962 -3.4964
H 1.0960 -0.2635 -4.2914
H 4.0336 0.3142 -1.6521
H 3.3055 -0.3493 -0.1701
H 2.7956 1.2409 -0.7682
Cl -2.2324 -0.4132 -3.5274
Si -2.3915 0.6287 -1.8034
Cl 0.2197 2.3837 -1.0856
Cl -3.5234 2.2405 -2.2583
*
```

## Properties
LUMO level: -4.90 eV
molecular weight: 555.6 g/mol
HOMO energy: -12.2 eV
relative energy (zero: lowest compared OMol25 entry of this formula, charge and spin): 2.613 eV

Want to see where the charge sits? The natural (NBO) charges in e are:
1. Rh 0.706
2. O -0.513
3. C 0.651
4. N -0.702
5. C 0.646
6. O -0.509
7. C 0.133
8. C -0.189
9. C -0.117
10. C -0.229
11. C 0.065
12. N -0.376
13. C 0.121
14. C -0.199
15. C -0.132
16. C -0.232
17. C 0.062
18. N -0.415
19. H 0.266
20. H 0.242
21. H 0.245
22. H 0.212
23. H 0.262
24. H 0.240
25. H 0.243
26. H 0.201
27. C -1.007
28. P 1.983
29. C -1.023
30. C -1.032
31. O -1.092
32. H 0.262
33. H 0.259
34. H 0.261
35. H 0.261
36. H 0.277
37. H 0.256
38. H 0.261
39. H 0.273
40. H 0.282
41. Cl -0.339
42. Si 1.185
43. Cl -0.412
44. Cl -0.334

---

> The highest LUMO level belongs to which entry?

C15H16N4O2S2